1.
A cluster of 7 separate species, C62H60BClF9N2O27Si in total in a non-equilibrium geometry, computed with ωB97M-V with the def2-TZVPD basis set.

## Properties
Energy ... -6212.24799 Ha
HOMO level ... -0.390 Ha
Charge ... +1

Last column: Mulliken charge in e.
Positions of all 163 atoms, in Å:
1 C -1.6147 -3.2594 -3.3072  -0.62
2 C -0.2455 -4.1397 -3.2497  -0.13
3 O -0.4102 -5.4026 -2.5612  -0.38
4 C 0.8421 -5.8065 -1.9088  -0.89
5 C 0.9412 -4.9455 -0.5565  0.02
6 O 1.2924 -5.7590 0.6303  -0.43
7 C 1.0850 -4.8746 1.7204  0.35
8 C 2.2825 -3.9999 2.2741  0.23
9 Si 3.9513 -4.3256 1.4120  0.39
10 C 4.1715 -6.0836 0.5940  -0.92
11 C 4.2206 -3.1042 -0.0854  -1.06
12 C 5.5715 -4.3062 2.4028  -1.01
13 N 1.9919 -2.9868 3.3484  0.33
14 C 3.1032 -2.0925 3.8156  0.09
15 F 4.1641 -2.8332 4.4595  -0.29
16 F 2.7816 -1.3259 5.0098  -0.34
17 C 3.5588 -0.9762 2.7796  1.00
18 F 4.8636 -1.1027 2.2416  -0.38
19 F 2.6677 -1.0306 1.6371  -0.28
20 C 3.4571 0.5629 3.2532  0.18
21 F 2.1522 1.0091 3.5717  -0.19
22 F 3.7862 1.3013 2.0488  -0.22
23 C 4.6027 1.0240 4.2989  0.61
24 F 5.3412 -0.0400 4.8555  -0.22
25 F 5.5199 1.9172 3.6699  -0.21
26 F 4.0263 1.7832 5.3746  -0.20
27 C 0.6156 -2.8289 3.8753  -0.57
28 N 0.2346 -1.8102 4.8576  0.17
29 C -0.5940 -3.7237 3.4094  0.76
30 C -2.0555 -3.6201 3.9776  0.64
31 C -2.4974 -2.6358 5.1466  -1.07
32 C -2.7882 -1.1249 4.5777  0.90
33 C -2.6550 -1.0444 2.9575  -0.98
34 Cl -4.4400 -0.4830 5.0429  -0.20
35 C -3.2429 -4.5027 3.4353  -0.77
36 C -3.0249 -5.5760 2.3241  -0.22
37 B -4.3450 -6.4025 1.8672  0.53
38 O -4.3845 -7.8556 1.8317  -0.65
39 C -5.6975 -5.5930 1.4778  -0.26
40 C -6.6714 -5.6758 2.7809  -0.98
41 C -1.5680 -5.7474 1.7606  0.35
42 C -1.3608 -6.8888 0.6718  -0.91
43 C -0.3874 -4.8194 2.2758  0.24
44 H -2.5581 -3.9087 -3.3348  0.29
45 H -1.5919 -2.5688 -4.2370  0.08
46 H -1.7268 -2.5593 -2.4009  0.21
47 H 0.0438 -4.3050 -4.3610  0.31
48 H 0.5531 -3.4481 -2.8109  0.14
49 H 1.7401 -5.7041 -2.6065  0.37
50 H 0.6810 -6.9148 -1.6244  0.32
51 H -0.0556 -4.3980 -0.4058  0.54
52 H 1.7288 -4.1106 -0.7325  -0.11
53 H 3.7710 -6.9100 1.2847  0.29
54 H 3.6174 -6.0520 -0.4255  0.11
55 H 5.2694 -6.2959 0.3209  0.36
56 H 3.2711 -2.5127 -0.3469  0.17
57 H 4.4855 -3.7017 -1.0451  0.48
58 H 5.1364 -2.4150 0.0866  0.21
59 H 5.9723 -3.2955 2.7412  0.27
60 H 5.3856 -4.9146 3.3768  0.28
61 H 6.4463 -4.8444 1.8831  0.35
62 H 0.5845 -2.0106 5.8038  0.25
63 H 0.4389 -0.8513 4.5457  0.07
64 H -1.8028 -2.6293 6.0633  0.29
65 H -3.5249 -2.9641 5.5763  0.49
66 H -1.9680 -0.4119 4.9689  -0.43
67 H -3.3503 -1.7696 2.4137  0.26
68 H -2.9305 0.0141 2.5741  0.40
69 H -1.5895 -1.2412 2.5868  0.11
70 H -4.3046 -4.3776 3.8755  0.20
71 H -3.6145 -8.2305 2.3151  0.33
72 H -5.3840 -4.5121 1.2435  0.21
73 H -6.1533 -6.0925 0.5500  0.32
74 H -6.0829 -6.1612 3.6545  0.38
75 H -6.9542 -4.6190 3.1128  0.22
76 H -7.5632 -6.3578 2.5790  0.21
77 H -0.4189 -7.4836 0.9960  0.28
78 H -2.1789 -7.6759 0.5908  0.44
79 H -1.2489 -6.4149 -0.3672  -0.04
80 C -2.1545 1.1928 -4.9548  -0.68
81 C -2.6351 2.3497 -5.4139  -0.08
82 C -2.7322 2.6240 -6.8763  1.16
83 O -3.1936 3.6847 -7.2601  -0.63
84 C -2.2567 1.5917 -7.8029  -0.92
85 C -1.7730 0.4365 -7.3431  0.40
86 C -1.7011 0.1517 -5.8825  0.86
87 O -1.2694 -0.9235 -5.4968  -0.67
88 O -1.3249 -0.5305 -8.1929  -0.59
89 O -3.0570 3.3262 -4.5609  -0.59
90 H -2.0803 0.9800 -3.8965  0.43
91 H -2.3163 1.8104 -8.8606  0.42
92 H -1.0289 -1.2639 -7.6192  0.33
93 H -3.3593 4.0594 -5.1340  0.39
94 C 7.8660 2.8041 -2.4051  -0.90
95 C 7.4188 1.5974 -2.0509  0.34
96 C 6.3124 1.4377 -1.0644  1.00
97 O 5.9155 0.3191 -0.7776  -0.56
98 C 5.7427 2.6502 -0.4681  -0.97
99 C 6.1920 3.8572 -0.8194  0.39
100 C 7.2795 4.0178 -1.8262  0.84
101 O 7.6524 5.1355 -2.1367  -0.61
102 O 5.6736 4.9909 -0.2715  -0.58
103 O 7.9559 0.4612 -2.5786  -0.59
104 H 8.6665 2.9339 -3.1212  0.43
105 H 4.9529 2.5197 0.2591  0.55
106 H 6.1627 5.7282 -0.6882  0.34
107 H 7.4626 -0.2748 -2.1665  0.33
108 C -9.4713 -3.0089 1.4857  -0.84
109 C -10.1712 -1.9770 1.9625  0.42
110 C -11.5209 -2.1671 2.5672  0.85
111 O -12.1234 -1.2048 3.0096  -0.60
112 C -12.0750 -3.5249 2.5992  -0.87
113 C -11.3762 -4.5560 2.1192  0.32
114 C -10.0157 -4.3693 1.5399  0.89
115 O -9.3974 -5.3370 1.1270  -0.62
116 O -11.8798 -5.8220 2.1402  -0.56
117 O -9.6794 -0.7078 1.9167  -0.57
118 H -8.4901 -2.8850 1.0465  0.47
119 H -13.0623 -3.6469 3.0242  0.42
120 H -11.1874 -6.3839 1.7402  0.35
121 H -10.3700 -0.1468 2.3225  0.35
122 C 1.2522 2.8726 6.6244  -1.09
123 C 0.8592 4.1419 6.7622  0.37
124 C -0.5743 4.4920 6.9778  0.83
125 O -0.8950 5.6578 7.1182  -0.58
126 C -1.5520 3.3981 7.0072  -0.67
127 C -1.1580 2.1314 6.8662  0.27
128 C 0.2779 1.7803 6.6779  1.00
129 O 0.6037 0.6049 6.5693  -0.64
130 O -2.0547 1.1042 6.8887  -0.63
131 O 1.7524 5.1662 6.7121  -0.56
132 H 2.2886 2.6048 6.4695  0.59
133 H -2.5909 3.6657 7.1465  0.46
134 H -1.5235 0.2937 6.7694  0.31
135 H 1.2235 5.9792 6.8389  0.35
136 C 2.6701 5.4878 -5.8213  -1.00
137 C 2.3304 4.2999 -6.3272  0.26
138 C 0.9986 3.6898 -6.0493  1.08
139 O 0.7138 2.6106 -6.5434  -0.60
140 C 0.0755 4.4218 -5.1766  -0.58
141 C 0.4162 5.6079 -4.6679  0.06
142 C 1.7369 6.2304 -4.9679  0.77
143 O 2.0077 7.3235 -4.5007  -0.59
144 O -0.4307 6.2973 -3.8538  -0.59
145 O 3.1878 3.5974 -7.1194  -0.59
146 H 3.6323 5.9429 -6.0167  0.55
147 H -0.8799 3.9600 -4.9686  0.58
148 H 0.0441 7.1201 -3.6211  0.34
149 H 2.7103 2.7783 -7.3570  0.34
150 C 3.5987 10.0443 -4.9189  -0.90
151 C 4.7563 10.1301 -5.5774  0.27
152 C 5.2428 11.4271 -6.1279  0.89
153 O 6.3144 11.4720 -6.7078  -0.62
154 C 4.3951 12.6111 -5.9493  -0.92
155 C 3.2356 12.5246 -5.2937  0.43
156 C 2.7629 11.2328 -4.7196  0.87
157 O 1.7066 11.1943 -4.1104  -0.63
158 O 2.4371 13.6157 -5.1226  -0.56
159 O 5.5426 9.0328 -5.7726  -0.53
160 H 3.2358 9.1094 -4.5127  0.61
161 H 4.7509 13.5426 -6.3688  0.42
162 H 1.6631 13.2945 -4.6193  0.35
163 H 6.3195 9.3556 -6.2706  0.35


2.
A structure of composition C62H60CsN5O3S3Te in a non-equilibrium geometry, computed with ωB97M-V with the def2-TZVPD basis set.

## Properties
Energy relative to the best compared isomer or geometry (same formula, charge and spin) ... 216.21 kJ/mol
Energy ... -4380.82034 Ha
HOMO level ... -0.045 Ha
Charge ... -2

Last column: Mulliken charge in e.
Positions of all 135 atoms, in Å:
1 Cs -0.3107 -0.5087 0.6462  1.87
2 C 2.9499 0.9994 -1.5850  -1.70
3 N 3.9951 1.3486 -0.6401  0.46
4 C 4.0224 2.7357 -0.2329  -1.69
5 C 3.4152 2.9654 1.1579  -0.63
6 N 1.9956 3.2758 1.1137  1.21
7 C 1.3977 3.1677 2.4337  -0.83
8 C 1.6410 4.4885 0.4518  -0.05
9 C 2.6085 5.4793 0.2570  -0.22
10 C 2.3376 6.6693 -0.4007  -0.89
11 C 1.0484 6.9013 -0.8558  -0.67
12 C 0.0706 5.9463 -0.6395  -0.88
13 C 0.3168 4.7212 0.0020  -0.07
14 S -1.0294 3.6038 0.1935  0.02
15 C 4.9122 0.4563 -0.0665  0.88
16 C 5.9821 1.0184 0.6591  -0.34
17 C 7.0071 0.2752 1.2279  -1.05
18 C 6.9881 -1.0999 1.0957  -0.57
19 C 5.9223 -1.6792 0.4242  -0.78
20 C 4.8593 -0.9769 -0.1679  0.18
21 S 3.5990 -1.9790 -0.8941  -0.44
22 H 3.3080 0.2906 -2.3225  0.57
23 H 2.6469 1.9203 -2.0846  0.20
24 H 2.0689 0.5615 -1.1130  0.57
25 H 3.4518 3.3176 -0.9559  0.77
26 H 5.0435 3.1266 -0.2690  0.18
27 H 3.9708 3.7368 1.7262  0.20
28 H 3.5339 2.0340 1.7159  0.69
29 H 1.8998 3.8383 3.1574  0.30
30 H 1.4765 2.1382 2.7880  -0.22
31 H 0.3411 3.4238 2.3835  0.36
32 H 3.6125 5.3176 0.6295  0.30
33 H 3.1238 7.4024 -0.5408  0.38
34 H 0.8031 7.8182 -1.3804  0.35
35 H -0.9375 6.1214 -0.9918  0.42
36 H 6.0427 2.0894 0.7805  0.14
37 H 7.8008 0.7836 1.7640  0.34
38 H 7.7764 -1.7182 1.5118  0.36
39 H 5.8685 -2.7582 0.3365  0.34
40 C -3.4582 -5.1121 -4.2128  -1.66
41 C -3.0345 -3.9806 -3.3124  -0.75
42 C -3.0699 -4.0818 -1.9472  -0.26
43 C -2.6107 -3.0460 -1.1056  0.54
44 C -2.4051 -3.2867 0.3014  0.19
45 O -1.7839 -2.5476 1.0712  -0.29
46 C -2.9207 -4.5701 0.9156  -0.27
47 C -2.2967 -5.7911 0.6894  0.07
48 C -2.7517 -6.9388 1.3241  -0.79
49 C -3.8352 -6.8752 2.1891  -0.33
50 C -4.4556 -5.6551 2.4244  -0.80
51 C -3.9955 -4.5075 1.7955  -0.05
52 C -2.2489 -1.7571 -1.6735  -0.30
53 O -2.1157 -0.7449 -0.9640  -0.88
54 C -2.0527 -1.7349 -3.1221  0.93
55 C -2.4649 -2.8122 -3.8658  -0.54
56 C -1.3052 -0.6215 -3.7661  -0.17
57 N -0.8008 0.3263 -3.0861  0.00
58 C 0.0341 1.3170 -3.7461  -0.63
59 C 0.0590 2.5714 -2.8986  -0.80
60 Te -1.7971 3.6269 -2.8298  0.22
61 C -1.7738 3.7616 -4.9968  -0.51
62 C -0.8199 4.5680 -5.6194  -0.18
63 C -0.7501 4.6644 -7.0027  -0.63
64 C -1.6451 3.9570 -7.7962  -0.48
65 C -2.6065 3.1590 -7.1941  -0.43
66 C -2.6659 3.0643 -5.8079  0.02
67 C -1.0830 -0.7399 -5.2510  -0.31
68 C -2.0725 -0.3764 -6.1563  0.36
69 C -1.8446 -0.4679 -7.5225  -0.97
70 C -0.6230 -0.9261 -7.9946  -0.35
71 C 0.3708 -1.2887 -7.0940  -0.96
72 C 0.1414 -1.1974 -5.7293  0.25
73 H -3.9908 -5.8790 -3.6483  0.38
74 H -2.5952 -5.5882 -4.6881  0.30
75 H -4.1157 -4.7660 -5.0147  0.34
76 H -3.4395 -4.9989 -1.5017  0.36
77 H -1.4491 -5.8382 0.0166  0.54
78 H -2.2592 -7.8855 1.1393  0.37
79 H -4.1899 -7.7711 2.6840  0.38
80 H -5.2996 -5.5968 3.1012  0.39
81 H -4.4656 -3.5501 1.9852  0.45
82 H -2.3376 -2.7797 -4.9433  0.57
83 H -0.2985 1.5308 -4.7694  0.38
84 H 1.0578 0.9328 -3.8203  0.13
85 H 0.8391 3.2564 -3.2347  0.59
86 H 0.2278 2.3242 -1.8531  0.05
87 H -0.1193 5.1255 -5.0067  0.40
88 H 0.0002 5.2961 -7.4652  0.37
89 H -1.5880 4.0230 -8.8765  0.34
90 H -3.3040 2.5972 -7.8057  0.37
91 H -3.4111 2.4267 -5.3454  0.32
92 H -3.0240 -0.0166 -5.7827  0.52
93 H -2.6205 -0.1763 -8.2204  0.37
94 H -0.4446 -1.0009 -9.0605  0.36
95 H 1.3308 -1.6369 -7.4545  0.39
96 H 0.9134 -1.4814 -5.0228  0.64
97 O 0.6563 -0.3193 3.1242  -0.98
98 S 2.0791 -0.6214 3.4380  0.65
99 C 2.1907 -2.4449 3.5077  -1.49
100 C 1.2085 -3.0970 4.4264  0.53
101 C -0.1574 -3.0668 4.1421  -0.12
102 C -1.0627 -3.6437 5.0189  -0.88
103 C -0.6213 -4.2682 6.1783  -0.50
104 C 0.7375 -4.3230 6.4562  -0.59
105 C 1.6445 -3.7358 5.5849  -0.33
106 C 2.3162 -0.2508 5.2457  -1.52
107 C 1.0352 0.1796 5.8902  0.06
108 C 0.3418 -0.6634 6.7501  -0.14
109 C -0.8533 -0.2542 7.3249  -0.79
110 C -1.3672 1.0029 7.0436  -0.37
111 C -0.6806 1.8503 6.1835  -0.63
112 C 0.5111 1.4393 5.6114  0.30
113 H 3.2267 -2.6610 3.7708  0.52
114 H 2.0348 -2.7332 2.4653  0.50
115 H -0.5173 -2.6005 3.2353  0.69
116 H -2.1189 -3.6106 4.7834  0.56
117 H -1.3331 -4.7192 6.8587  0.37
118 H 1.0927 -4.8220 7.3497  0.36
119 H 2.7068 -3.7819 5.8001  0.37
120 H 3.0514 0.5541 5.2527  0.67
121 H 2.7457 -1.1315 5.7207  0.50
122 H 0.7325 -1.6504 6.9662  0.46
123 H -1.3868 -0.9267 7.9854  0.39
124 H -2.3066 1.3177 7.4813  0.38
125 H -1.0804 2.8267 5.9428  0.39
126 H 1.0341 2.0984 4.9289  0.30
127 N -3.0017 1.5888 1.5124  0.44
128 C -4.0805 2.3156 1.8419  -0.31
129 C -4.2543 2.1629 3.1995  -0.99
130 C -3.1992 1.3152 3.5907  -0.45
131 N -2.4416 0.9766 2.5594  -0.22
132 H -2.5870 1.5079 0.5949  -0.12
133 H -4.6176 2.8867 1.1050  0.42
134 H -5.0213 2.6023 3.8133  0.37
135 H -2.9517 0.9448 4.5722  0.59